## one
This record from the Open Molecules 2025 dataset describes a gas-phase ion, C3H10NS (charge +1). The level of theory is wB97M-V/def2-TZVPD.

Computed properties:
- HOMO (eV) = -13.573
- gap between HOMO and LUMO (eV) = 9.961
- SMILES = [NH3+]CCCS

```
! RIJCOSX wB97M-V def2-TZVPD def2/J DEFGRID3
* xyz 1 1
C 0.94759 0.78890 0.43866
C -0.54537 0.61400 0.73997
C -1.12530 -0.74607 0.59782
S -1.83624 -1.06924 -1.12576
N 1.17696 0.25933 -0.97592
H 1.29721 1.81314 0.51538
H 1.53251 0.25869 1.19196
H -1.03108 1.41693 0.17604
H -0.65171 0.96854 1.77407
H -1.99557 -0.95838 1.21033
H -0.47554 -1.58034 0.86341
H -1.04403 -2.11667 -1.45191
H 1.88633 -0.47834 -1.02049
H 0.30221 -0.15895 -1.33989
H 1.56203 0.98845 -1.59368
*
```

## two
This record from the Open Molecules 2025 dataset describes a molecular structure, C3H10NS. The level of theory is wB97M-V/def2-TZVPD.

Computed properties:
- HOMO (eV) = -14.199
- gap between HOMO and LUMO (eV) = 9.551

```
! RIJCOSX wB97M-V def2-TZVPD def2/J DEFGRID3
* xyz 1 1
C 0.42624 -0.00958 1.82225
C 0.27476 0.75967 0.52746
C 1.17878 0.73100 -0.58558
S -0.73864 -1.47116 -1.74887
N -0.99951 1.00794 0.18549
H -0.22626 -0.90647 1.71365
H 1.42624 -0.44902 1.96656
H 0.34334 0.59100 2.73291
H 0.24377 -0.08319 -1.42287
H 2.05802 0.13364 -0.44308
H 1.22461 1.61001 -1.23342
H -0.51226 -2.29335 -2.72579
H -1.27706 1.62296 -0.56034
H -1.72995 0.81330 0.85820
H -1.69207 -2.05677 -1.08656
*
```

Stability, lowest: two

## one
This record from the Open Molecules 2025 dataset describes 5 unconnected molecules or ions with the total composition CH9O6. The level of theory is wB97M-V/def2-TZVPD.

Computed properties:
- HOMO (eV) = -5.236
- gap between HOMO and LUMO (eV) = 8.214

```
! RIJCOSX wB97M-V def2-TZVPD def2/J DEFGRID3
* xyz -1 1
O 0.90027 1.41140 -0.41374
C 1.46703 0.63284 0.36640
O 1.61625 -0.55567 0.30663
H 2.16068 1.15966 1.04048
H 2.03912 1.85741 -2.03348
H 2.65253 3.23936 -2.61260
O 2.16188 2.48330 -2.75831
H 0.27610 2.61821 0.73842
H 1.17943 3.73002 0.30906
O 0.54737 3.60556 1.01390
H -5.34606 -3.65034 0.57577
H -5.10449 -4.88802 1.34259
O -5.08745 -4.53117 0.49768
H 0.15190 -2.61981 -0.20111
H 0.60799 -1.97712 1.08008
O -0.22256 -2.51563 0.74823
*
```

## two
This record from the Open Molecules 2025 dataset describes 5 unconnected molecules or ions with the total composition CH9O6. The level of theory is wB97M-V/def2-TZVPD.

Computed properties:
- HOMO (eV) = -5.280
- gap between HOMO and LUMO (eV) = 8.641

```
! RIJCOSX wB97M-V def2-TZVPD def2/J DEFGRID3
* xyz -1 1
O 0.20609 -1.78409 0.82340
C 0.10493 -0.76792 0.11679
O 0.93889 0.17112 -0.04305
H -0.84963 -0.61018 -0.45014
H -3.03266 0.53795 0.46321
H -4.40712 -0.26114 0.80151
O -3.92131 0.57878 0.81779
H -2.04391 -3.77825 0.58087
H -2.16840 -2.41030 1.18076
O -2.67305 -3.26598 1.11278
H 3.82062 1.98588 -3.28158
H 3.25965 3.26769 -3.75956
O 4.10641 2.76556 -3.73688
H 2.40323 0.98463 2.53741
H 1.93426 1.02761 1.05523
O 2.32202 1.55863 1.78148
*
```

## three
This record from the Open Molecules 2025 dataset describes 5 unconnected molecules or ions with the total composition CH9O6. The level of theory is wB97M-V/def2-TZVPD.

Computed properties:
- HOMO (eV) = -5.684
- gap between HOMO and LUMO (eV) = 9.542

```
! RIJCOSX wB97M-V def2-TZVPD def2/J DEFGRID3
* xyz -1 1
O -0.28461 0.19972 0.41985
C -1.46071 0.08829 0.88195
O -2.31466 -0.79436 0.79238
H -1.68447 0.96973 1.55609
H 2.78153 -0.69660 0.24096
H 2.49378 0.18453 1.33132
O 3.26621 -0.13638 0.88055
H -0.38175 2.96485 -0.03530
H -0.43633 1.88281 -1.15811
O -0.18236 2.80803 -0.95516
H -1.81047 -1.10721 -1.54390
H -0.63752 -0.12632 -1.51701
O -1.41691 -0.40451 -2.05241
H 0.34719 -2.52643 0.69710
H 0.63699 -1.20710 0.22237
O 1.08409 -2.09904 0.23934
*
```

Stability, lowest: one

## one
This record from the Open Molecules 2025 dataset describes 2 unconnected molecules or ions with the total composition H4OS2. The level of theory is wB97M-V/def2-TZVPD.

Computed properties:
- HOMO (eV) = -8.899
- gap between HOMO and LUMO (eV) = 9.029
- SMILES = SS.O

```
! RIJCOSX wB97M-V def2-TZVPD def2/J DEFGRID3
* xyz 0 1
S -0.81613 -0.49780 1.50095
S -1.34212 -0.46433 3.54392
H -0.53675 0.78039 1.18437
H -2.26848 -1.23516 3.06231
H 4.56564 1.20412 -8.45961
H 3.58514 2.46597 -8.62086
O 3.64830 1.52236 -8.48552
*
```

## two
This record from the Open Molecules 2025 dataset describes 2 unconnected molecules or ions with the total composition H4OS2. The level of theory is wB97M-V/def2-TZVPD.

Computed properties:
- HOMO (eV) = -9.821
- gap between HOMO and LUMO (eV) = 10.095
- SMILES = SS.O

```
! RIJCOSX wB97M-V def2-TZVPD def2/J DEFGRID3
* xyz 0 1
O 2.00779 -1.29721 -0.78951
H 1.89497 -0.42996 -1.24052
H 1.42466 -1.24326 0.00125
S -1.97234 1.19694 1.35150
S -1.41019 -0.28727 0.07893
H -0.74544 1.66507 1.66467
H -1.19948 0.39572 -1.06634
*
```

Stability, lowest: one

## one
This record from the Open Molecules 2025 dataset describes C4H7FN2O in the gas phase. The level of theory is wB97M-V/def2-TZVPD.

Computed properties:
- HOMO (eV) = -9.004
- gap between HOMO and LUMO (eV) = 9.676
- SMILES = NC/C(F)=C\NC=O

```
! RIJCOSX wB97M-V def2-TZVPD def2/J DEFGRID3
* xyz 0 1
C -1.32850 -0.74147 -0.48289
C -0.77670 0.63079 -0.25344
C 0.47682 0.99496 -0.09668
C 2.86211 0.46012 0.19924
H -3.08780 -1.42701 0.18436
H -2.10201 -0.78203 1.45392
H -0.54996 -1.53267 -0.24116
H -1.74557 -0.88173 -1.57447
H 0.73338 1.97321 0.34789
H 1.39136 -0.70918 -0.53368
H 3.21423 1.36819 0.81399
N -2.57123 -0.60379 0.48914
N 1.57984 0.14152 0.12563
O 3.68553 -0.42062 -0.21061
F -1.78150 1.52971 -0.22125
*
```

## two
This record from the Open Molecules 2025 dataset describes C4H7FN2O in the gas phase. The level of theory is wB97M-V/def2-TZVPD.

Computed properties:
- HOMO (eV) = -9.376
- gap between HOMO and LUMO (eV) = 10.090
- SMILES = C/C(F)=C\NC(N)=O

```
! RIJCOSX wB97M-V def2-TZVPD def2/J DEFGRID3
* xyz 0 1
C 1.40110 0.90973 0.74392
C 1.44467 -0.34127 0.01281
C 0.48188 -1.23782 -0.22928
C -1.83748 -0.22466 -0.06349
H 2.24540 1.08211 1.41976
H 0.54651 0.83031 1.44344
H 1.39449 1.79507 0.03914
H 0.74617 -2.00055 -0.91273
H -1.20651 -1.83467 0.88641
H -2.05431 1.52848 -1.17040
H -0.52575 0.75002 -1.34203
N -0.85115 -1.14724 0.23448
N -1.42742 0.80075 -0.87055
O -3.00675 -0.37636 0.29653
F 2.64916 -0.53391 -0.48802
*
```

Stability, lowest: one

## one
This record from the Open Molecules 2025 dataset describes a gas-phase ion, C3H8N (charge +1). The level of theory is wB97M-V/def2-TZVPD.

Computed properties:
- HOMO (eV) = -17.885
- gap between HOMO and LUMO (eV) = 12.917
- SMILES = CC(C)=[NH2+]

```
! RIJCOSX wB97M-V def2-TZVPD def2/J DEFGRID3
* xyz 1 1
C 1.27523 -0.77768 0.00728
C -0.18197 -0.14521 0.01095
C -0.23507 1.37546 -0.02147
N -1.38199 -0.71444 0.05587
H 1.93505 -0.45462 -0.90793
H 1.86240 -0.70577 0.98414
H 1.26135 -1.83116 -0.07680
H 0.35109 1.74663 0.78116
H -1.19211 1.67074 0.12477
H 0.14662 1.72131 -1.03778
H -1.53976 -1.72335 0.08447
H -2.30084 -0.16190 -0.00466
*
```

## two
This record from the Open Molecules 2025 dataset describes a gas-phase ion, C3H8N (charge +1). The level of theory is wB97M-V/def2-TZVPD.

Computed properties:
- HOMO (eV) = -14.962
- gap between HOMO and LUMO (eV) = 11.012
- SMILES = C=C(C)[NH3+]

```
! RIJCOSX wB97M-V def2-TZVPD def2/J DEFGRID3
* xyz 1 1
C 0.18351 1.32305 -0.35558
C 0.18027 -0.13694 0.01955
C 1.28870 -0.82982 0.17199
N -1.16182 -0.70599 0.23239
H -0.77170 1.63280 -0.79437
H 0.36889 1.95246 0.50521
H 0.89608 1.49729 -1.15691
H 1.45388 -1.89982 0.20969
H 2.19234 -0.26526 0.36678
H -1.20922 -1.37339 1.00503
H -1.53043 -1.18654 -0.60652
H -1.89050 -0.00784 0.40273
*
```

Stability, lowest: two

## one
This record from the Open Molecules 2025 dataset describes C4H7ClFN in the gas phase. The level of theory is wB97M-V/def2-TZVPD.

Computed properties:
- HOMO (eV) = -8.777
- gap between HOMO and LUMO (eV) = 9.801
- SMILES = CN[C@@H]1[C@H](F)[C@H]1Cl

```
! RIJCOSX wB97M-V def2-TZVPD def2/J DEFGRID3
* xyz 0 1
C -0.02659 2.12272 2.10072
C -0.18363 0.02459 0.68174
C -0.21852 -0.09973 -0.86121
C 0.71228 -0.91809 -0.02498
H 0.73885 2.94135 2.19364
H -0.95867 2.57380 1.76738
H -0.25282 1.71067 3.07769
H 1.49459 0.79466 1.40565
H -0.95085 -0.48469 1.24724
H 0.29724 0.71610 -1.41790
H 0.52606 -1.97629 0.06879
N 0.56012 1.14362 1.19350
F 2.11578 -0.57447 0.06309
Cl -1.50344 -0.93457 -1.68485
*
```

## two
This record from the Open Molecules 2025 dataset describes 3 unconnected molecules or ions with the total composition C4H7ClFN. The level of theory is wB97M-V/def2-TZVPD.

Computed properties:
- HOMO (eV) = -9.026
- gap between HOMO and LUMO (eV) = 8.521

```
! RIJCOSX wB97M-V def2-TZVPD def2/J DEFGRID3
* xyz 0 1
C -0.76045 0.94844 -0.18257
C -0.50653 0.06621 1.15646
C -0.61090 -0.65089 -0.12108
C 0.67562 -1.32690 -0.83162
H 1.39979 0.98537 -1.33600
H 0.72906 2.25937 0.82078
H -1.88296 1.27686 -0.38140
H 0.22602 0.50282 1.84108
H -1.28275 0.28357 1.83885
H 0.61003 -2.39071 -0.55159
H 0.72074 -1.28021 -1.90706
N 0.30172 1.68802 -0.69156
F -1.65412 -1.68095 0.00693
Cl 2.03472 -0.68098 0.33878
*
```

Stability, lowest: two

## one
This record from the Open Molecules 2025 dataset describes a gas-phase ion, C3H8NO2S (charge -1). The level of theory is wB97M-V/def2-TZVPD.

Computed properties:
- HOMO (eV) = -3.151
- gap between HOMO and LUMO (eV) = 7.257

```
! RIJCOSX wB97M-V def2-TZVPD def2/J DEFGRID3
* xyz -1 1
C -0.34968 -0.73110 -1.51365
C 0.39040 -0.53645 1.57772
C 0.75378 -0.03883 -0.72238
N 0.44032 0.41409 0.52524
O -1.10705 2.21178 1.77233
O -1.11652 2.31219 -0.63052
S -1.19990 1.44396 0.55805
H 0.10874 -1.07647 -2.38721
H -0.82577 -1.47759 -0.93181
H 0.09477 0.06755 2.47393
H -0.19813 -1.46546 1.44629
H 1.53168 -1.01907 1.72401
H 1.68952 -0.74979 -0.68388
H -1.26729 -0.14022 -1.73460
H 1.05512 0.78542 -1.47351
*
```

## two
This record from the Open Molecules 2025 dataset describes a gas-phase ion, C3H8NO2S (charge -1). The level of theory is wB97M-V/def2-TZVPD.

Computed properties:
- HOMO (eV) = -3.916
- gap between HOMO and LUMO (eV) = 8.016
- SMILES = C=[S@](=O)([O-])N(C)C

```
! RIJCOSX wB97M-V def2-TZVPD def2/J DEFGRID3
* xyz -1 1
C 0.18866 -0.39671 1.74556
C -0.94135 -0.48939 -1.32738
C 1.47836 -0.17328 -0.64448
N 0.13743 0.32197 -0.79029
O 0.36176 2.06364 1.15721
O -2.35089 1.24243 0.31647
S -0.33741 0.85617 0.76462
H 0.44120 0.12590 2.68286
H -0.81207 -0.92670 2.05549
H -1.32797 -0.00429 -2.24130
H -0.72377 -1.57887 -1.29535
H -1.77179 -0.30279 -0.56301
H 2.08987 0.03223 -1.60061
H 1.94281 0.46994 0.10339
H 1.62515 -1.24025 -0.36319
*
```

Stability, lowest: two